DFT (ωB97M-V with the def2-TZVPD basis set) results for a structure of composition C26H59FGaO6S2.

```
95
Properties=species:S:1:pos:R:3
C -0.993 3.501 2.605
C -1.379 2.146 2.010
C -2.162 1.243 2.955
O -1.475 0.611 4.028
C -0.055 0.404 3.940
Ga 0.531 -1.091 2.700
C -0.745 -1.679 1.250
C -0.460 -1.251 -0.227
C -1.687 -0.663 -0.961
C -1.331 0.453 -1.946
C -0.599 -0.040 -3.223
C 0.890 0.328 -3.358
C 1.854 -0.848 -3.118
C 3.140 -0.799 -3.958
C 4.319 -0.141 -3.211
C 5.505 -1.082 -2.927
C 6.116 -0.895 -1.538
C 6.720 0.482 -1.284
O 5.714 1.436 -1.010
C 5.781 2.073 0.241
C 1.140 -2.755 3.697
S 2.795 -2.716 4.438
C 3.417 -4.378 4.097
C 4.924 -4.428 4.412
S 2.502 -0.078 1.742
O 3.532 0.267 2.696
O 2.144 0.972 0.803
F 3.224 -1.204 0.783
H -0.542 4.133 1.836
H -1.879 4.017 2.983
H -0.268 3.405 3.414
H -2.046 2.329 1.160
H -0.498 1.652 1.598
H -2.695 0.490 2.366
H -2.938 1.863 3.426
H 0.476 1.348 3.780
H 0.231 0.083 4.946
H -0.736 -2.775 1.286
H -1.766 -1.391 1.517
H 0.331 -0.501 -0.281
H -0.078 -2.118 -0.775
H -2.206 -1.452 -1.524
H -2.384 -0.283 -0.214
H -2.234 0.999 -2.227
H -0.693 1.165 -1.412
H -1.138 0.353 -4.091
H -0.691 -1.130 -3.282
H 1.111 1.115 -2.630
H 1.086 0.756 -4.346
H 2.148 -0.836 -2.073
H 1.325 -1.791 -3.291
H 3.420 -1.823 -4.226
H 2.957 -0.275 -4.901
H 3.958 0.259 -2.262
H 4.681 0.722 -3.777
H 5.177 -2.122 -3.017
H 6.291 -0.936 -3.678
H 6.909 -1.638 -1.390
H 5.357 -1.072 -0.772
H 7.427 0.420 -0.448
H 7.287 0.819 -2.164
H 6.383 2.991 0.190
H 4.763 2.319 0.542
H 6.204 1.414 1.006
H 1.081 -3.621 3.034
H 0.417 -2.922 4.504
H 3.242 -4.616 3.047
H 2.883 -5.116 4.701
H 5.162 -5.244 5.095
H 5.513 -4.548 3.503
H 5.254 -3.500 4.883
C -4.375 4.721 -4.160
C -4.391 3.202 -4.084
C -5.778 2.634 -4.343
O -3.884 2.751 -2.834
H -5.038 5.143 -3.399
H -3.370 5.100 -3.979
H -4.712 5.072 -5.137
H -3.694 2.798 -4.821
H -6.481 2.997 -3.587
H -5.759 1.545 -4.290
H -6.151 2.931 -5.324
H -4.461 3.078 -2.135
C -5.655 -1.695 3.339
C -5.947 -0.720 2.209
C -7.189 -1.110 1.422
O -4.820 -0.595 1.352
H -5.472 -2.695 2.935
H -4.764 -1.385 3.885
H -6.492 -1.758 4.036
H -6.084 0.280 2.626
H -7.051 -2.094 0.964
H -7.377 -0.391 0.624
H -8.069 -1.157 2.067
H -4.630 -1.457 0.963
```

The multiplicity is 1. As for the charge: -1. The HOMO energy comes out at -0.174 Eh. The value obtained for the LUMO energy is 2.291 eV. The calculation puts the frontier orbital gap at 7.023 eV.



DFT (ωB97M-V with the def2-TZVPD basis set) results for a cluster of 9 separate species, C26H60B2IN9O9 in total.

```
107
Properties=species:S:1:pos:R:3
C 2.633 -2.574 -9.443
C 2.671 -1.365 -9.420
B 2.583 0.129 -9.275
I 4.244 1.374 -9.802
B 1.155 0.815 -8.682
N 0.040 0.959 -9.641
O 1.009 1.263 -7.385
H 2.346 -3.601 -9.373
H -0.464 0.071 -9.661
H 0.456 1.006 -10.570
H 0.776 0.548 -6.774
C -3.552 1.245 -4.954
N -2.538 0.325 -5.435
C -2.423 0.068 -6.857
C -1.686 -0.304 -4.609
O -0.809 -1.072 -4.995
H -4.538 0.880 -5.247
H -3.394 2.232 -5.393
H -3.498 1.323 -3.870
H -2.572 -0.995 -7.054
H -1.428 0.341 -7.205
H -3.161 0.645 -7.408
H -1.838 -0.055 -3.547
C 0.977 1.582 -0.052
N -0.351 1.075 -0.368
C -0.990 0.154 0.558
C -1.001 1.425 -1.477
O -2.119 1.031 -1.795
H 1.677 0.750 0.047
H 0.943 2.124 0.895
H 1.311 2.257 -0.838
H -1.205 -0.789 0.054
H -1.933 0.576 0.910
H -0.328 -0.028 1.398
H -0.431 2.125 -2.110
C -3.843 3.895 -1.466
N -3.694 5.052 -0.601
C -4.761 6.036 -0.535
C -2.596 5.244 0.146
O -2.418 6.194 0.889
H -3.970 4.223 -2.500
H -4.719 3.320 -1.161
H -2.968 3.256 -1.404
H -4.386 7.014 -0.839
H -5.131 6.117 0.488
H -5.573 5.737 -1.192
H -1.846 4.443 0.026
C 4.491 -1.264 4.169
N 3.742 -0.542 3.149
C 3.887 0.900 3.039
C 2.917 -1.165 2.303
O 2.264 -0.609 1.429
H 4.216 -0.889 5.156
H 5.560 -1.111 4.011
H 4.279 -2.329 4.128
H 2.920 1.386 3.183
H 4.254 1.164 2.046
H 4.586 1.253 3.791
H 2.874 -2.255 2.462
C 2.095 -6.376 6.170
N 3.380 -5.724 6.017
C 4.578 -6.418 6.477
C 3.499 -4.509 5.469
O 4.552 -3.910 5.315
H 1.903 -6.579 7.225
H 2.089 -7.319 5.623
H 1.302 -5.738 5.783
H 5.079 -5.815 7.236
H 5.264 -6.554 5.640
H 4.322 -7.391 6.900
H 2.530 -4.077 5.157
C -2.030 9.285 1.968
N -1.015 10.320 1.866
C 0.379 9.961 2.054
C -1.317 11.603 1.602
O -0.505 12.504 1.506
H -2.000 8.836 2.963
H -1.850 8.507 1.228
H -3.017 9.711 1.803
H 0.801 10.524 2.888
H 0.952 10.204 1.159
H 0.456 8.896 2.257
H -2.401 11.773 1.476
C -8.889 -1.847 -6.103
N -7.593 -1.216 -6.248
C -6.407 -1.909 -5.772
C -7.445 -0.002 -6.810
O -6.378 0.564 -6.952
H -9.099 -2.035 -5.049
H -8.906 -2.797 -6.642
H -9.666 -1.201 -6.507
H -5.903 -1.311 -5.012
H -5.710 -2.067 -6.596
H -6.690 -2.869 -5.348
H -8.398 0.445 -7.139
C 7.224 -9.691 10.651
N 6.518 -8.923 9.643
C 6.733 -7.487 9.566
C 5.670 -9.494 8.775
O 5.056 -8.891 7.911
H 6.962 -9.330 11.647
H 8.301 -9.591 10.510
H 6.955 -10.742 10.576
H 5.790 -6.960 9.713
H 7.122 -7.220 8.583
H 7.442 -7.182 10.331
H 5.574 -10.583 8.911
```

The multiplicity is 1. As for the charge: 0. The HOMO energy comes out at -0.317 Eh. The value obtained for the LUMO energy is -0.263 eV. The calculation puts the frontier orbital gap at 8.352 eV. As for the SMILES: C#CB(I)B(N)O.CN(C)C=O.CN(C)C=O.CN(C)C=O.CN(C)C=O.CN(C)C=O.CN(C)C=O.CN(C)C=O.CN(C)C=O.